Entry from the OMol25 dataset: a molecular structure, C43H56F24N2O19P2S at a distorted geometry (ωB97M-V/def2-TZVPD).

Cartesian coordinates (Å):
1 C -3.903991 1.983444 1.440172
2 C -4.526859 2.058460 -0.046175
3 O -3.513739 2.372536 -1.076964
4 C -3.349274 1.147899 -1.791089
5 C -4.417081 0.714788 -2.836168
6 C -4.305593 -0.609768 -3.661921
7 N -5.271394 -1.039570 -4.640024
8 S -4.568223 -2.528632 -5.139038
9 N -3.153062 -2.648485 -4.174642
10 C -3.042599 -1.496077 -3.311197
11 C -1.941194 -1.099877 -2.267395
12 P -0.513208 -2.307339 -2.010398
13 O -0.474626 -2.981170 -0.431477
14 O 0.999264 -1.668801 -2.507776
15 C -2.054056 0.245738 -1.494150
16 P -0.789267 0.897383 -0.241110
17 C 0.958062 1.048907 -1.038405
18 C -0.550239 -0.351062 1.210102
19 C -0.198296 0.593094 2.499656
20 H -4.683571 1.698228 2.236485
21 H -3.482132 3.014195 1.735438
22 H -3.076018 1.183886 1.490408
23 H -5.397504 2.821259 -0.074890
24 H -5.015850 1.034214 -0.230836
25 H -5.287922 1.436401 -2.994324
26 H -1.291657 -2.750817 0.068930
27 H 1.755937 -2.144370 -2.079748
28 H 0.857620 0.809938 -2.151145
29 H 1.685575 0.357746 -0.478682
30 H 1.343449 2.121494 -0.922430
31 H 0.368478 -1.024821 1.048846
32 H -1.510215 -0.931905 1.437311
33 H 0.632104 0.160930 3.152160
34 H -1.128703 0.881830 3.101017
35 H 0.216956 1.591205 2.078377
36 C 1.951798 7.381603 3.148547
37 C 1.810942 6.291337 4.192449
38 O 0.512243 5.681950 4.115902
39 C 0.366560 4.716197 3.184302
40 O 1.241733 4.355679 2.438512
41 C -1.039018 4.123932 3.245580
42 F -1.996805 5.068699 3.365016
43 F -1.190508 3.294822 4.302151
44 F -1.349358 3.406836 2.149203
45 H 1.141174 8.109344 3.241723
46 H 2.902881 7.897333 3.259032
47 H 1.895489 6.969699 2.138195
48 H 1.896411 6.725244 5.191378
49 H 2.600700 5.540561 4.100159
50 C -3.117534 -5.659975 -3.658421
51 C -4.552330 -6.016530 -3.323294
52 O -4.729594 -7.442957 -3.326219
53 C -4.372786 -8.077547 -2.191620
54 O -3.931118 -7.522127 -1.217638
55 C -4.650052 -9.574463 -2.305665
56 F -4.257698 -10.085412 -3.492237
57 F -5.967117 -9.851510 -2.187493
58 F -4.021064 -10.294023 -1.356294
59 H -2.819336 -6.119105 -4.605279
60 H -2.994560 -4.575716 -3.735935
61 H -2.430632 -6.031560 -2.893609
62 H -5.220611 -5.613387 -4.088300
63 H -4.862819 -5.586104 -2.367060
64 C 3.395667 8.986513 -3.469841
65 C 3.955258 7.684376 -2.931558
66 O 4.647704 7.905273 -1.692108
67 C 3.877317 7.954216 -0.584822
68 O 2.679697 7.829203 -0.585643
69 C 4.742969 8.142970 0.658139
70 F 5.704142 9.078244 0.485853
71 F 5.379530 7.003544 1.006765
72 F 4.032142 8.525688 1.736386
73 H 4.185942 9.736473 -3.559213
74 H 2.940088 8.834114 -4.450303
75 H 2.639913 9.398398 -2.796835
76 H 4.688371 7.280946 -3.633657
77 H 3.174300 6.928297 -2.813214
78 C -7.678929 -0.106864 7.793652
79 C -6.167494 -0.178300 7.698785
80 O -5.728350 0.144380 6.369974
81 C -5.616948 1.460020 6.086763
82 O -5.862384 2.344275 6.866243
83 C -5.096291 1.656449 4.665148
84 F -5.701200 0.841488 3.767142
85 F -3.772636 1.402651 4.574080
86 F -5.273617 2.911531 4.212269
87 H -8.141942 -0.741549 7.033571
88 H -8.018983 -0.430206 8.779581
89 H -8.036644 0.910839 7.620278
90 H -5.834095 -1.198683 7.900981
91 H -5.686215 0.468883 8.437107
92 C 8.296338 8.175816 1.909897
93 C 8.953720 8.521106 0.588302
94 O 9.919684 9.569910 0.762264
95 C 11.140458 9.184760 1.192017
96 O 11.446387 8.044673 1.430867
97 C 12.076446 10.387349 1.284704
98 F 11.487481 11.459374 1.856888
99 F 12.499329 10.789067 0.066139
100 F 13.182392 10.131095 2.008142
101 H 7.866335 9.069279 2.370243
102 H 7.506874 7.437756 1.766162
103 H 9.023939 7.771441 2.617788
104 H 8.202085 8.898230 -0.108657
105 H 9.410159 7.642750 0.123625
106 C -11.561123 -2.734670 -4.382954
107 C -10.882816 -4.090552 -4.385385
108 O -9.931236 -4.178043 -5.457654
109 C -8.715372 -3.644739 -5.214182
110 O -8.401924 -3.115188 -4.179020
111 C -7.793615 -3.850866 -6.413295
112 F -8.401378 -3.584858 -7.587929
113 F -7.350933 -5.124116 -6.495079
114 F -6.696141 -3.067092 -6.368513
115 H -12.008707 -2.527323 -5.358435
116 H -12.341399 -2.695406 -3.620151
117 H -10.842832 -1.935420 -4.185382
118 H -11.625074 -4.872877 -4.559176
119 H -10.408668 -4.305832 -3.423883
120 C -0.410617 -7.640250 -0.293175
121 C 0.865304 -8.145093 0.349868
122 O 1.923623 -7.186252 0.189943
123 C 1.948073 -6.177665 1.087053
124 O 1.152884 -6.046211 1.981536
125 C 3.145259 -5.265690 0.830483
126 F 3.311659 -4.980803 -0.479190
127 F 4.304500 -5.825439 1.247935
128 F 3.045739 -4.081261 1.462095
129 H -0.235245 -7.378396 -1.340032
130 H -1.194382 -8.399049 -0.245006
131 H -0.771885 -6.737410 0.204796
132 H 1.191626 -9.060763 -0.148580
133 H 0.715663 -8.390276 1.404962
134 C 7.002771 -5.540653 0.351502
135 C 7.716055 -6.877947 0.377602
136 O 8.682646 -6.957400 -0.682258
137 C 9.881786 -6.389220 -0.433279
138 O 10.168898 -5.835879 0.597270
139 C 10.822730 -6.589978 -1.618692
140 F 10.219677 -6.356793 -2.804188
141 F 11.297696 -7.853537 -1.673897
142 F 11.896586 -5.779293 -1.573519
143 H 6.561347 -5.359451 -0.632189
144 H 6.213713 -5.509926 1.103935
145 H 7.697836 -4.719771 0.544810
146 H 6.996152 -7.681908 0.207530
147 H 8.184017 -7.066187 1.347820

Atomic forces in eV per Å
0.1 0.4 -0.2
-1.3 -0.3 2.0
-1.2 -3.2 -0.4
-0.3 -2.2 -2.6
2.7 -0.2 1.5
0.3 1.5 1.6
5.0 -1.1 2.8
2.2 2.0 2.9
-1.2 3.6 1.0
-2.1 -0.6 -2.3
-1.5 4.2 1.4
-0.4 -3.7 -2.6
-0.6 2.0 -0.5
-0.6 0.3 2.1
-2.3 -2.6 -3.3
0.0 0.6 0.5
0.1 -0.2 -0.2
0.7 0.2 0.9
0.3 0.8 -0.9
1.1 0.5 -2.0
-0.6 -1.8 -0.5
-1.2 1.4 -0.2
1.7 -0.9 -0.1
0.8 1.6 0.0
1.4 -1.2 0.2
0.9 0.0 -0.3
-1.0 0.4 -0.4
0.5 0.2 1.6
-1.1 0.9 -1.1
-0.8 -1.5 -0.1
-1.7 0.7 0.1
1.4 0.6 -0.5
-1.4 0.3 -0.8
1.4 -0.6 -0.8
-0.6 -1.6 0.8
-0.3 -0.2 -0.1
0.6 0.5 0.0
-0.6 -1.0 -0.4
1.7 0.9 0.3
-1.1 -0.1 0.3
-1.9 -0.7 -0.2
0.7 -0.1 0.0
0.5 0.4 -0.2
0.8 0.7 0.5
0.1 0.0 0.1
-0.3 -0.2 0.2
0.1 0.0 0.1
-0.3 -0.2 0.0
-0.3 -0.1 -0.1
0.2 -0.3 0.2
0.4 0.9 -0.2
-0.2 -1.1 0.8
0.1 2.1 -0.3
-0.3 -1.0 -0.4
-0.2 -2.0 -0.2
0.0 0.6 0.4
0.4 0.5 0.0
-0.1 0.8 -0.2
-0.1 0.1 0.0
0.0 -0.5 0.1
-0.1 0.1 0.0
-0.1 -0.4 0.0
0.1 -0.3 0.0
-0.1 0.3 0.3
-0.4 0.0 -0.8
-0.1 0.0 1.3
-0.8 -0.4 -1.9
1.0 0.2 0.6
1.1 0.5 1.6
-0.6 -0.3 -0.3
-0.5 0.1 -0.5
0.3 0.0 -1.2
0.0 -0.1 -0.1
0.1 0.0 0.1
0.0 -0.1 -0.1
0.1 0.1 0.3
0.1 0.2 0.2
-0.2 0.2 -0.2
-0.3 -0.3 0.7
0.4 0.8 -0.7
-0.6 -0.6 1.8
0.3 -0.3 -1.1
0.6 0.4 -1.9
-0.2 0.0 1.0
-0.5 0.0 0.6
-0.2 -0.5 0.8
0.1 -0.1 0.1
0.1 0.0 -0.1
0.1 -0.1 0.1
0.1 0.1 -0.3
0.0 0.1 -0.3
0.3 0.0 0.3
-0.6 -0.5 0.0
1.2 0.2 0.1
-1.4 -1.4 -0.3
0.3 1.1 0.0
1.3 1.6 0.3
-0.1 -0.6 -0.2
-0.4 -0.5 0.2
-0.7 -0.4 -0.3
-0.1 -0.1 -0.2
0.2 0.1 0.0
0.0 -0.1 -0.1
0.3 0.2 0.1
0.2 0.2 0.2
0.2 0.3 -0.2
-0.6 0.1 0.5
1.2 0.1 -0.3
-1.4 0.0 1.5
0.3 -0.3 -1.1
0.9 -0.2 -1.7
-0.1 0.0 0.7
-0.3 0.4 0.5
-1.2 -0.3 0.1
-0.1 -0.1 0.1
0.1 -0.1 -0.1
0.0 -0.1 0.1
0.3 0.0 -0.3
0.2 0.1 -0.2
0.0 0.3 0.0
-0.7 -0.5 -0.1
0.7 0.9 0.6
-1.5 -1.5 0.1
1.0 0.4 -0.5
1.2 1.4 -0.4
-0.3 -0.4 0.4
-1.1 -0.3 0.1
-0.3 -0.8 -0.1
0.0 -0.1 0.1
0.1 0.0 0.0
0.0 -0.1 0.0
0.3 0.3 0.0
0.1 0.3 -0.1
0.3 0.3 0.0
-0.6 0.2 0.5
1.2 0.1 -0.3
-1.5 0.0 1.4
0.3 -0.3 -1.0
1.3 -0.1 -1.6
-0.1 0.0 0.7
-0.4 0.3 0.4
-0.7 -0.2 0.4
-0.1 -0.1 0.1
0.5 0.0 -0.2
0.0 -0.1 0.1
0.3 0.0 -0.3
0.2 0.1 -0.2

As for the total energy: -182009.0595 eV. The HOMO-LUMO gap comes out at 6.1 eV. The largest force on an atom comes out at 5.81 eV/Å.

Results of the Löwdin charge analysis, in e, for atoms 1 through 6:
1 C -0.0706
2 C -0.2169
3 O -0.1454
4 C -0.2142
5 C 0.0722
6 C -0.2862